Here is an isolated ion of composition C6H10OPS and charge +1 at a distorted geometry from the OMol25 dataset. Energies are from the ωB97M-V functional and the def2-TZVPD basis.

Structure (XYZ):
```
19
Properties=species:S:1:pos:R:3:forces:R:3
C -3.2045 -1.6196 0.0569 0.370 -0.022 -0.628
C -2.3919 -0.7353 0.1129 -2.136 -2.701 -0.611
C -0.9248 1.1624 -0.7255 -0.554 -2.930 -0.272
C 0.2615 0.3087 -1.3397 -0.624 4.058 -0.254
C -1.4750 0.2325 0.3562 2.029 2.925 3.197
C 2.3062 0.7975 1.0458 -0.633 0.459 -0.564
O -0.1054 -0.5592 1.0454 -1.288 1.691 -1.723
P 1.1071 -0.2605 0.0572 0.960 -1.832 3.919
S 1.9963 -2.1023 -0.4268 -0.094 0.621 -1.074
H -3.8207 -2.4552 -0.1979 -0.155 0.150 0.274
H -0.5395 2.0125 -0.1799 -0.141 0.638 -0.637
H -1.7278 1.2872 -1.5294 1.255 0.440 1.240
H -0.0842 -0.4674 -1.9326 -0.616 -1.681 -1.037
H 0.6763 1.0917 -1.9497 1.224 -0.288 -0.540
H -1.8257 0.8777 1.2235 0.629 -1.003 -0.711
H 2.1996 0.7887 2.1780 -0.319 -0.420 -1.593
H 2.1705 1.8375 0.6848 0.101 -0.403 0.310
H 3.3046 0.4839 0.7553 0.124 0.007 0.064
H 2.0771 -2.6807 0.7656 -0.134 0.293 0.640
```
Forces are in eV/Å.

Its LUMO energy is -3.51 eV. For the HOMO energy, the calculation gives -14.106 eV. Its total charge is +1. As for the gap between HOMO and LUMO: 10.59 eV. The relative energy (zero: lowest compared OMol25 entry of this formula, charge and spin) is 6.9 kcal/mol.